Below is a 3-piece molecular cluster, C27H33N3O8 overall, with properties calculated with ωB97M-V with the def2-TZVPD basis set.

Its SMILES is CCN(CCC1=C(CCC(C)C)C(=O)OC1=O)C(C)=O.O=[N+]([O-])c1ccccc1.O=[N+]([O-])c1ccccc1. The value obtained for the energy is -1814.66404 Ha. For the molar mass, the calculation gives 527.6 g/mol.

XYZ file:
```
71
C27H33N3O8, DFT ωB97M-V with the def2-TZVPD basis set
C -0.75725 -4.24377 1.55390
C -0.22973 -4.28072 0.11692
N 0.53876 -3.07406 -0.22672
C -0.12196 -1.79968 0.08966
C -1.55641 -1.66583 -0.48160
C -2.61609 -1.33401 0.52229
C -3.92315 -1.64104 0.48926
C -4.69153 -2.40843 -0.53605
C -5.74842 -3.34340 0.08074
C -6.17428 -4.48736 -0.85634
C -5.20335 -5.67045 -0.74338
C -6.36662 -4.04288 -2.30699
C -4.55040 -1.05151 1.70342
O -5.68907 -0.83247 1.96580
O -3.51222 -0.63701 2.55254
C -2.39085 -0.53596 1.76560
O -1.46156 0.16009 2.05764
C 0.98376 -3.09633 -1.58635
C 2.36871 -2.55310 -1.79760
O 0.29887 -3.53366 -2.48779
H -0.75313 -5.25537 1.96168
H -1.79038 -3.89148 1.58388
H -0.13312 -3.60525 2.17722
H 0.44811 -5.13068 0.00282
H -1.03997 -4.44911 -0.60214
H 0.49691 -1.00367 -0.32992
H -0.09301 -1.65615 1.16645
H -1.55646 -0.85491 -1.22027
H -1.84075 -2.56368 -1.02867
H -5.21168 -1.67544 -1.16372
H -4.00275 -2.97632 -1.16220
H -5.34167 -3.78377 0.99755
H -6.62376 -2.76573 0.38391
H -7.14839 -4.84181 -0.50166
H -5.37059 -6.39911 -1.53866
H -4.16051 -5.34216 -0.75205
H -5.37646 -6.18767 0.20469
H -6.77682 -4.87123 -2.89023
H -7.07369 -3.21159 -2.37051
H -5.42179 -3.76249 -2.77643
H 2.39474 -1.49342 -1.53186
H 3.05173 -3.05437 -1.10846
H 2.68958 -2.71253 -2.82342
C 0.85693 2.66154 1.82811
C -0.21692 3.10713 1.06958
C -0.15905 4.33773 0.43457
C 0.98589 5.10017 0.57284
C 2.06539 4.67911 1.32856
C 1.99412 3.44835 1.96064
N 1.06565 6.39922 -0.11610
O 0.10216 6.76541 -0.75332
O 2.10441 7.02278 -0.01233
H 0.80118 1.69855 2.31785
H -1.09943 2.49049 0.97567
H -0.98646 4.69719 -0.15851
H 2.94236 5.30177 1.42506
H 2.82845 3.10262 2.55564
C 6.57917 6.84584 -0.58448
C 5.56780 5.94893 -0.26598
C 5.87866 4.63771 0.05540
C 7.20547 4.25005 0.05421
C 8.22812 5.12438 -0.26255
C 7.90535 6.43310 -0.58522
N 7.53943 2.85977 0.40848
O 6.62054 2.10795 0.66496
O 8.71181 2.54811 0.42466
H 6.33164 7.86951 -0.83169
H 4.53488 6.27292 -0.26822
H 5.10290 3.92783 0.30180
H 9.25441 4.78980 -0.25705
H 8.69179 7.13159 -0.83554
```

---

Below is C27H34BiN5S as an isolated structure, with properties calculated with ωB97M-V with the def2-TZVPD basis set.

The value obtained for the energy is -1935.37807 Ha. The charge is +2. For the molar mass, the calculation gives 669.7 g/mol.

XYZ file:
```
68
C27H34BiN5S, DFT ωB97M-V with the def2-TZVPD basis set
Bi 0.98823 0.07100 -1.34264
C -0.79802 2.11145 2.28443
C -0.24846 1.84185 1.03142
N 0.18786 0.63563 0.70449
C 0.11889 -0.38040 1.60374
C -0.42887 -0.19231 2.87415
C -0.89637 1.09528 3.19923
C -0.49172 -1.29659 3.78730
C -0.01022 -2.50890 3.44247
C 0.57841 -2.72307 2.15265
C 1.12972 -3.95705 1.75464
C 1.69787 -4.08463 0.51237
C 1.70681 -2.98094 -0.34207
N 1.18544 -1.81892 0.01062
C 0.63347 -1.66786 1.23819
H -1.14316 3.11054 2.50687
H -0.17723 2.61759 0.28080
H -1.33048 1.27228 4.17550
H -0.93221 -1.13289 4.76217
H -0.05255 -3.33993 4.13427
H 1.10621 -4.79500 2.44002
H 2.13714 -5.01552 0.18460
H 2.14916 -3.04800 -1.32888
C -3.55597 3.65870 -0.92961
C -3.27568 2.20708 -0.65667
C -3.99304 1.51639 0.31441
C -3.76388 0.16797 0.57400
C -4.58291 -0.56728 1.59760
C -2.77481 -0.49843 -0.14741
C -2.03770 0.17013 -1.11869
C -2.29949 1.51741 -1.37126
N -0.97055 -0.44682 -1.83920
C -1.23601 -1.43920 -2.91295
C -1.44714 -2.86422 -2.34953
C -0.01397 -1.44306 -3.82875
C -2.45660 -0.99603 -3.71763
H -4.61071 3.81667 -1.15518
H -2.97462 4.02763 -1.77329
H -3.32320 4.27523 -0.05877
H -4.76241 2.03805 0.87384
H -4.92203 0.09778 2.39086
H -4.01904 -1.38537 2.04698
H -5.47137 -0.99926 1.13329
H -2.57713 -1.54098 0.06925
H -1.76230 2.01515 -2.17294
H -1.68329 -2.84734 -1.28838
H -0.55463 -3.48145 -2.47865
H -2.26361 -3.37288 -2.86095
H 0.89863 -1.78011 -3.30369
H 0.16110 -0.46440 -4.28244
H -0.13865 -2.16726 -4.63382
H -3.35911 -1.03179 -3.10697
H -2.60127 -1.66223 -4.56815
H -2.33196 0.02175 -4.08976
C 5.85307 2.86753 -1.39265
N 4.91096 1.80719 -1.06225
C 4.56447 1.45904 0.18798
S 3.54102 0.10422 0.43456
N 5.04659 2.18580 1.18891
C 4.78090 1.98963 2.60824
H 5.84004 3.01781 -2.46800
H 6.87319 2.62058 -1.08940
H 5.54767 3.80636 -0.92983
H 4.74985 1.08944 -1.74791
H 5.74415 2.87831 0.96204
H 3.98933 1.25710 2.72160
H 4.47591 2.93454 3.05417
H 5.67624 1.62697 3.11068
```

---

Below is C27H34Br53F6N2O2S as an isolated structure, with properties calculated with ωB97M-V with the def2-TZVPD basis set.

The value obtained for the energy is -138728.48519 Ha. The charge is +1. For the molar mass, the calculation gives 4799.5 g/mol.

XYZ file:
```
125
C27H34Br53F6N2O2S, DFT ωB97M-V with the def2-TZVPD basis set
N -3.84428 2.91757 -6.61287
C -3.80703 3.96086 -5.51479
C -3.36106 3.39705 -4.03923
C -3.81953 1.86025 -3.71096
C -2.54923 0.98424 -3.06647
C -2.19613 -0.29488 -4.02235
N -0.68517 -0.58660 -4.14441
C 0.00967 -0.46117 -2.80135
C 1.44923 -1.23760 -2.69116
C 2.68372 -0.29245 -2.10613
F 3.83958 -1.21022 -1.80290
Br 3.35826 1.07201 -3.40116
C 2.33158 0.47039 -0.69890
F 1.34851 -0.26813 0.12649
F 1.83342 1.87404 -0.94425
Br 4.09308 0.72577 0.28801
S 0.08904 0.22834 -5.47154
O -0.77867 -0.05125 -6.76103
O 1.51163 -0.34093 -5.83528
C 0.24081 2.07997 -5.33795
F 1.46246 2.46412 -6.14131
F -0.88367 2.84453 -5.99685
F 0.47229 2.61922 -3.98095
H -4.73563 2.99850 -7.16052
H -3.06315 3.07526 -7.31871
H -2.95844 4.73777 -5.83685
H -4.81571 4.55661 -5.53266
H -2.20795 3.60986 -3.91041
H -3.89930 4.10341 -3.24190
H -4.64040 1.92396 -2.84722
H -4.33393 1.28917 -4.59535
H -1.68121 1.75077 -2.90391
H -2.92608 0.57245 -2.01161
H -2.63143 -1.25722 -3.46552
H -2.74139 -0.25395 -5.05639
H -0.65310 -1.62531 -4.37978
H 0.13690 0.63391 -2.41078
H -0.71391 -0.99837 -2.01776
H 1.33197 -2.11229 -1.88642
H 1.76717 -1.80493 -3.69271
C -2.44123 -3.98881 -0.64714
Br -2.89705 -4.48253 -2.47270
Br -2.12837 -5.55131 0.46860
Br -0.94740 -2.74431 -0.58534
H -3.30939 -3.46729 -0.23081
C 2.96347 -4.76931 -2.76933
Br 1.02167 -4.71017 -2.66848
Br 3.78414 -4.62978 -1.01116
Br 3.59063 -6.33485 -3.73880
H 3.28076 -3.89087 -3.34090
C 1.74245 1.93052 -9.77469
Br 2.16500 0.07035 -10.15603
Br 3.13424 3.13331 -10.40743
Br -0.01004 2.42913 -10.45607
H 1.70283 2.03244 -8.68516
C 4.28413 -3.33788 -6.34164
Br 4.95549 -2.66401 -8.03852
Br 4.08022 -1.91732 -5.02841
Br 2.64267 -4.35735 -6.56608
H 5.03869 -4.02856 -5.95096
C -2.62383 7.31429 -3.80375
Br -1.69478 5.81768 -4.62914
Br -3.68978 8.30523 -5.09446
Br -3.68111 6.75317 -2.27032
H -1.85634 7.99976 -3.42945
C -3.17243 3.77557 0.10792
Br -1.80192 2.42520 -0.17913
Br -4.82599 2.99817 0.77539
Br -2.53907 5.21881 1.24812
H -3.39752 4.21533 -0.86931
C -1.48716 2.69406 4.56789
Br -0.44332 2.09590 3.03922
Br -2.88441 1.42279 5.03232
Br -0.35804 3.11835 6.09405
H -1.98565 3.62268 4.27089
C -4.60335 2.25147 8.83640
Br -4.58270 0.34130 8.46893
Br -2.82048 2.93705 9.20453
Br -5.48536 3.25159 7.42008
H -5.19546 2.39558 9.74615
C -0.88910 -4.68608 -8.62145
Br -0.74417 -3.05136 -7.57698
Br -1.91606 -6.05106 -7.69069
Br -1.58662 -4.34594 -10.40524
H 0.12598 -5.07793 -8.74434
C 1.63302 6.04601 2.88917
Br 1.52494 5.59974 0.99883
Br -0.08488 5.84557 3.77956
Br 3.03658 5.04486 3.79019
H 1.90439 7.10495 2.95259
C 5.93524 -5.17100 2.58317
Br 3.99345 -5.11186 2.68402
Br 6.75592 -5.03147 4.34134
Br 6.56240 -6.73654 1.61370
H 6.25253 -4.29256 2.01160
C -4.65308 -2.57272 4.17060
Br -3.98172 -1.89885 2.47372
Br -4.85699 -1.15216 5.48384
Br -6.29455 -3.59219 3.94617
H -3.89853 -3.26340 4.56128
C -3.15341 1.67217 13.45600
Br -2.73086 -0.18801 13.07466
Br -1.76162 2.87496 12.82326
Br -4.90590 2.17078 12.77462
H -3.19303 1.77408 14.54552
C 7.75961 -1.26645 1.06963
Br 8.85265 -0.21732 -0.15054
Br 6.96458 -0.16280 2.46032
Br 6.42137 -2.31454 0.12373
H 8.42820 -1.97621 1.56789
C 1.25578 -7.79736 4.72938
Br 2.18483 -9.29397 3.90399
Br 0.18983 -6.80642 3.43867
Br 0.19850 -8.35848 6.26281
H 2.02327 -7.11188 5.10369
C 2.17003 1.50387 11.50777
Br 2.31495 3.13858 12.55224
Br 1.14307 0.13889 12.43853
Br 1.47250 1.84401 9.72398
H 3.18510 1.11202 11.38488
C 2.90549 -1.89110 8.92070
Br 3.94933 -2.48926 7.39203
Br 1.50824 -3.16237 9.38513
Br 4.03461 -1.46681 10.44686
H 2.40700 -0.96248 8.62370
```